# 1
Density functional theory data (the ωB97M-V functional and the def2-TZVPD basis) for one molecule with the formula C6H9NO3S.

Calculated values
HOMO energy, eV: -9.48
Orbital gap, eV: 10.247
SMILES: CN(C)S(=O)(=O)c1ccco1
E, Eh: -912.56857
Max |F|, eV/Å: 4.61
Energy above the lowest of the compared OMol25 structures with the same formula, charge and spin, kcal/mol: 81.8

Structure (ORCA input):
```
! RIJCOSX wB97M-V def2-TZVPD def2/J DEFGRID3
* xyz 0 1
C 1.603 0.114 1.126
C 2.921 -0.067 0.605
H 3.801 -0.465 1.130
H -2.360 0.042 1.685
C 2.936 0.462 -0.669
O 1.755 0.992 -0.953
H -0.266 -1.118 -0.862
C 0.990 0.809 0.161
N -1.974 0.011 -0.398
H -1.006 -0.475 -2.362
H -1.470 -1.320 1.225
C -1.139 -0.819 -1.360
C -2.314 -0.693 0.868
H 1.220 -0.229 1.978
O -1.352 1.957 1.194
H -3.177 -1.373 0.889
S -0.964 1.418 -0.073
O -1.064 2.239 -1.284
H -1.709 -1.826 -1.400
H 3.571 0.341 -1.501
*
```

---

# 2
Density functional theory data (the ωB97M-V functional and the def2-TZVPD basis) for one molecule with the formula C6H7N3.

Calculated values
HOMO energy (spin up / spin down), eV: -6.89 / -9.43
Orbital gap (spin up / spin down), eV: 6.612 / 6.736
E, Eh: -396.82441
Max |F|, eV/Å: 4.45
Energy above the lowest of the compared OMol25 structures with the same formula, charge and spin, kcal/mol: 51.3

Structure (ORCA input):
```
! RIJCOSX wB97M-V def2-TZVPD def2/J DEFGRID3
* xyz 0 3
C 1.689 -1.492 0.089
H -3.051 -1.810 -1.050
H -3.158 -1.192 0.707
C -1.359 -0.779 -0.251
H 1.861 1.201 -1.859
H 3.217 0.766 -0.861
C 1.240 -0.294 -0.541
H -0.504 -0.739 1.854
H 1.887 1.771 -0.220
H -0.888 0.829 0.915
C -0.598 -0.139 0.825
N 0.447 -0.511 -1.620
C 2.088 0.878 -0.773
N 1.781 -2.390 0.764
N -0.726 -0.760 -1.570
C -2.605 -1.273 -0.220
*
```

---

# 3
Density functional theory data (the ωB97M-V functional and the def2-TZVPD basis) for C24H30CoNO5S as an isolated structure.

Calculated values
HOMO energy (spin up / spin down), eV: 1.31 / -0.04
Orbital gap (spin up / spin down), eV: 2.509 / 3.861
E, Eh: -3144.23523
Max |F|, eV/Å: 3.89
Energy above the lowest of the compared OMol25 structures with the same formula, charge and spin, kcal/mol: 0.0

Structure (ORCA input):
```
! RIJCOSX wB97M-V def2-TZVPD def2/J DEFGRID3
* xyz -2 5
H -2.388 2.433 0.396
H -2.463 -0.552 0.427
H 0.987 -2.192 4.600
H -2.394 -2.023 2.035
H -1.292 3.763 -0.182
C 1.017 2.053 -0.112
C -1.371 -0.673 0.285
H 2.290 0.114 1.171
H -2.034 -2.227 -5.714
C -1.419 -0.712 4.969
H 1.260 2.967 -0.673
C -1.176 -0.332 -1.215
H -1.087 -1.731 0.460
H 0.741 1.969 -2.632
H -0.352 -2.245 -6.345
C -1.355 2.819 0.404
O 2.743 0.016 -2.889
S -0.074 2.021 3.471
O 1.874 -0.530 -4.916
H 0.882 -2.069 1.899
H 1.600 1.229 -0.516
C -0.416 -0.668 -4.335
C -2.181 -1.394 2.881
H -0.964 -3.630 -5.378
C -2.642 -0.044 3.131
H -3.239 0.548 2.428
C -0.146 1.331 -2.754
C -1.008 -2.556 -5.525
H -2.029 -0.729 -1.796
H -1.050 -2.795 4.168
C 1.238 -1.311 4.013
H 3.751 0.285 -5.275
H 0.003 -2.033 -2.133
H 2.168 0.045 5.519
O -0.706 0.193 1.124
H 2.986 1.485 3.364
H -2.459 1.274 4.942
C 2.361 0.583 3.324
H -1.044 3.014 1.438
O -0.850 0.011 -5.246
C 1.917 -0.196 4.479
C -1.419 -1.806 4.031
C 0.072 -0.965 -1.848
O -0.532 -2.010 -4.292
C -1.021 1.161 -1.476
N 0.427 2.584 6.243
C 0.215 2.330 5.130
C -0.440 1.754 -0.149
C 3.212 -0.660 -5.393
H -0.705 1.714 -3.617
C 1.783 -0.194 -3.608
H 0.945 -0.817 -1.185
C -2.165 0.347 4.424
C 1.947 -0.109 2.158
H -1.006 -0.775 5.968
H 3.737 -1.456 -4.855
H -2.003 1.598 -1.678
C 1.190 -1.254 2.540
H 3.110 -0.918 -6.442
H 1.274 2.213 0.938
Co -0.631 -0.153 2.942
C 0.329 -0.096 -3.122
*
```

---

# 4
Density functional theory data (the ωB97M-V functional and the def2-TZVPD basis) for C34H40N4Sc as an isolated structure.

Calculated values
HOMO energy (spin up / spin down), eV: -1.01 / -1.05
Orbital gap (spin up / spin down), eV: 3.432 / 3.469
E, Eh: -2299.17680
Max |F|, eV/Å: 6.45
Energy above the lowest of the compared OMol25 structures with the same formula, charge and spin, kcal/mol: 0.0

Structure (ORCA input):
```
! RIJCOSX wB97M-V def2-TZVPD def2/J DEFGRID3
* xyz -1 1
H -6.681 1.020 -4.989
H -2.524 4.713 -2.513
H -1.472 -1.093 -2.932
H -2.063 -3.032 -0.502
C -6.489 0.776 -3.934
H 3.056 1.399 -1.938
H -0.666 0.016 -4.083
N -1.263 2.260 -2.921
C -5.089 1.141 -3.563
H 3.196 -1.380 0.099
C 0.660 3.169 -2.276
C 5.765 0.065 -0.244
H 2.065 -1.901 2.307
C 1.979 1.000 0.987
C 3.296 1.043 0.272
C 3.890 -3.454 -0.070
C 3.721 1.044 -1.113
H 0.839 -2.790 3.236
N 1.390 -1.318 -1.799
C -3.180 4.022 -1.963
C 2.116 -2.498 -1.381
C -2.762 0.558 -3.562
H 2.538 -5.795 -2.157
H 0.567 1.637 3.268
H 1.199 -3.244 1.558
N 4.157 0.989 1.289
C -2.594 1.904 -3.172
H -0.793 4.354 -3.580
C 0.041 -1.443 1.751
C 1.085 -2.390 2.236
H -4.123 4.541 -1.789
C -4.074 0.209 -3.816
H -2.295 2.204 0.819
C 4.989 0.470 -1.345
C 3.084 -2.361 -0.387
H -2.494 1.912 2.555
H -7.184 1.347 -3.310
C -1.064 -1.752 0.899
H 1.084 0.051 3.965
C 0.882 0.613 3.051
C -4.857 2.389 -2.992
H 5.354 0.347 -2.358
H -0.461 -3.609 0.011
C 5.292 0.312 1.070
H -0.958 2.563 1.941
C -1.632 -0.411 -3.790
H 1.764 2.197 0.925
C 3.711 -4.688 -0.715
C -3.555 2.783 -2.705
C -0.551 3.482 -2.942
C 1.881 -3.735 -1.994
H 1.472 3.729 -1.946
Sc 0.069 0.025 -0.449
H 1.999 -0.538 -2.097
N 0.527 1.897 -1.941
H -6.650 -0.299 -3.787
C -0.622 1.328 -2.146
H 4.670 -3.333 0.687
H -1.851 -3.761 1.100
C -1.244 0.475 1.544
H -2.710 3.839 -0.978
H 6.766 -0.337 -0.374
H -3.253 0.562 -0.401
H -3.194 -1.171 -0.805
C -1.874 -0.575 0.778
H -4.040 -0.626 0.658
C -3.154 -0.448 0.023
H -4.263 -0.781 -4.246
H 5.852 0.011 1.981
C -1.770 1.858 1.723
H 0.769 -1.536 -2.576
C -1.376 -3.103 0.351
H 1.079 -3.831 -2.739
C -0.080 -0.081 2.150
H 4.360 -5.528 -0.473
H 1.889 0.735 2.523
H -1.926 -1.076 -4.614
H -5.635 3.112 -2.760
C 2.688 -4.826 -1.668
*
```

---

# 5
Density functional theory data (the ωB97M-V functional and the def2-TZVPD basis) for one molecule with the formula C2H3N3O3.

Calculated values
HOMO energy, eV: -9.09
Orbital gap, eV: 9.060
SMILES: O/N=c1/ncn(O)o1
E, Eh: -467.82143
Max |F|, eV/Å: 3.14
Energy above the lowest of the compared OMol25 structures with the same formula, charge and spin, kcal/mol: 89.7

Structure (ORCA input):
```
! RIJCOSX wB97M-V def2-TZVPD def2/J DEFGRID3
* xyz 0 1
C -0.722 0.305 0.340
O 0.553 0.633 -0.012
N -1.209 -0.769 -0.453
O -0.912 1.950 1.878
H 2.785 -0.640 -0.822
H -1.541 2.164 2.551
C -0.177 -1.143 -1.141
H -0.228 -1.920 -1.847
N -1.525 0.850 1.219
N 0.972 -0.291 -1.068
O 2.002 -1.140 -0.645
*
```